{
  "formula": "C12H27ClIMoN2OP2S",
  "method": "ωB97M-V with the def2-TZVPD basis set",
  "charge": 3,
  "orbital_gap_ev": [6.04, 5.08],
  "e_above_lowest_ev": 1.005,
  "spin_multiplicity": 3,
  "e_tot_ha": -2564.12647,
  "symbols": ["C", "C", "H", "H", "H", "O", "I", "Mo", "P", "C", "C", "H", "H", "H", "H", "H", "H", "C", "H", "H", "H", "P", "C", "C", "H", "H", "H", "C", "H", "H", "H", "H", "H", "H", "Cl", "C", "N", "C", "C", "N", "C", "S", "H", "H", "H", "H", "H", "H"],
  "xyz": [[1.123, -2.982, 0.495], [0.667, -1.589, 0.813], [1.381, -3.450, 1.453], [2.022, -3.000, -0.144], [0.392, -3.643, -0.001], [0.570, -1.027, 1.925], [0.606, -2.670, -3.292], [0.338, -0.971, -1.194], [-1.945, -1.750, -0.256], [-2.568, -0.969, 1.293], [-3.289, -1.402, -1.451], [-3.660, -2.351, -1.881], [-3.267, -3.647, 0.557], [-2.904, -0.791, -2.272], [-2.138, -4.130, -0.746], [-3.095, -0.032, 1.083], [-4.105, -0.858, -0.959], [-2.249, -3.515, 0.153], [-3.263, -1.655, 1.804], [-1.530, -3.855, 0.906], [-1.743, -0.754, 1.983], [2.526, -0.157, -0.674], [2.879, 1.037, 0.677], [4.000, -1.242, -0.529], [1.855, 0.702, -2.849], [3.556, 0.176, -2.800], [3.038, 1.737, -2.017], [2.758, 0.697, -2.236], [4.154, -1.799, -1.460], [4.906, -0.653, -0.311], [3.953, 1.035, 0.919], [2.324, 0.757, 1.581], [3.854, -1.964, 0.285], [2.594, 2.063, 0.413], [-0.664, 0.145, -3.188], [-1.461, 3.971, -0.730], [-1.116, 3.487, 0.599], [-1.199, 4.165, 1.812], [-0.777, 3.293, 2.769], [-0.444, 2.109, 2.131], [-0.646, 2.234, 0.799], [-0.465, 1.116, -0.492], [-0.595, 3.912, -1.395], [-2.260, 3.368, -1.171], [-1.797, 5.015, -0.675], [-1.546, 5.187, 1.898], [-0.683, 3.404, 3.836], [-0.089, 1.245, 2.540]]
}



{
  "formula": "C12H27HgNO12",
  "method": "ωB97M-V with the def2-TZVPD basis set",
  "charge": -2,
  "orbital_gap_ev": 1.69,
  "e_tot_ha": -1584.05278,
  "symbols": ["Hg", "C", "O", "O", "O", "C", "O", "O", "O", "C", "C", "O", "O", "H", "H", "H", "H", "H", "H", "C", "C", "O", "O", "H", "H", "H", "H", "H", "H", "C", "O", "C", "C", "N", "C", "C", "O", "C", "H", "H", "H", "H", "H", "H", "H", "H", "H", "H", "H", "H", "H", "H", "H"],
  "xyz": [[6.815, -8.804, 12.092], [6.959, -9.772, 14.706], [7.506, -10.337, 13.756], [6.342, -8.747, 14.424], [6.240, -10.623, 15.263], [4.273, -10.198, 12.159], [3.969, -10.748, 13.232], [5.306, -10.601, 11.655], [4.268, -9.004, 12.314], [8.263, -11.389, 9.511], [9.589, -11.082, 8.960], [9.899, -9.717, 9.201], [8.024, -11.081, 10.913], [8.065, -12.424, 9.232], [7.604, -10.798, 8.874], [9.596, -11.199, 7.876], [10.358, -11.683, 9.445], [10.725, -9.569, 8.735], [7.427, -11.726, 11.301], [5.676, -7.204, 9.327], [4.132, -7.407, 9.138], [3.514, -7.144, 10.451], [6.448, -8.373, 9.691], [5.865, -6.390, 10.026], [6.263, -7.003, 8.431], [3.807, -8.336, 8.670], [3.817, -6.610, 8.465], [3.797, -7.756, 11.136], [6.895, -8.638, 8.884], [13.317, -7.326, 11.131], [12.041, -7.279, 11.669], [11.611, -8.610, 12.014], [10.251, -8.521, 12.729], [9.148, -8.352, 11.788], [9.023, -7.002, 11.182], [8.281, -6.132, 12.205], [6.912, -6.553, 12.358], [5.988, -5.583, 12.772], [13.138, -7.994, 10.289], [14.134, -7.901, 11.567], [13.697, -6.330, 10.902], [12.232, -9.161, 12.721], [11.546, -9.233, 11.122], [10.250, -7.783, 13.531], [10.248, -9.552, 13.083], [9.467, -9.001, 11.082], [8.450, -7.097, 10.260], [9.989, -6.525, 11.016], [8.400, -5.125, 11.804], [8.794, -6.147, 13.166], [6.087, -5.302, 13.821], [4.959, -5.819, 12.504], [6.220, -4.673, 12.219]]
}



{
  "formula": "C12H27N2O8P",
  "method": "ωB97M-V with the def2-TZVPD basis set",
  "smiles": "CC[C@H](C)[C@H](NC(C)=O)C(=O)NC.O=P(O)(O)OC[C@@H](O)CO",
  "charge": 0,
  "orbital_gap_ev": 9.61,
  "e_tot_ha": -1526.35224,
  "symbols": ["C", "C", "C", "C", "C", "N", "C", "C", "O", "C", "O", "N", "C", "H", "H", "H", "H", "H", "H", "H", "H", "H", "H", "H", "H", "H", "H", "H", "H", "H", "H", "O", "P", "O", "O", "O", "C", "C", "O", "C", "O", "H", "H", "H", "H", "H", "H", "H", "H", "H"],
  "xyz": [[-0.512, 1.861, 4.123], [-0.580, 0.639, 3.196], [0.622, 0.519, 2.225], [0.101, -0.077, 0.903], [1.793, -0.332, 2.783], [2.320, 0.249, 4.028], [2.278, -0.249, 5.264], [1.638, -1.599, 5.527], [2.760, 0.376, 6.194], [2.941, -0.431, 1.760], [3.599, 0.565, 1.482], [3.209, -1.587, 1.142], [2.535, -2.876, 1.313], [-1.433, 1.924, 4.702], [0.325, 1.781, 4.813], [-0.407, 2.771, 3.531], [-1.502, 0.744, 2.623], [-0.675, -0.269, 3.790], [0.994, 1.522, 2.002], [-0.697, 0.553, 0.504], [0.891, -0.107, 0.153], [-0.290, -1.081, 1.067], [1.407, -1.328, 2.978], [2.801, 1.132, 3.941], [1.706, -1.814, 6.592], [2.169, -2.367, 4.969], [0.591, -1.571, 5.235], [3.983, -1.545, 0.497], [1.471, -2.781, 1.088], [2.660, -3.234, 2.336], [2.969, -3.610, 0.631], [-2.574, -2.561, -5.468], [-3.471, -1.423, -5.717], [-4.934, -1.950, -5.512], [-3.348, -0.882, -7.202], [-3.157, -0.221, -4.676], [-1.947, 0.488, -4.973], [-1.775, 1.648, -3.980], [-1.572, 1.135, -2.651], [-0.597, 2.541, -4.404], [-0.618, 3.782, -3.688], [-4.783, -2.512, -4.741], [-4.160, -0.374, -7.292], [-1.985, 0.895, -5.990], [-1.082, -0.183, -4.913], [-2.688, 2.254, -3.993], [-0.837, 0.501, -2.623], [-0.658, 2.753, -5.477], [0.345, 2.015, -4.218], [0.174, 4.315, -3.876]]
}